Record 1
Entry from the OMol25 dataset: a 8-piece molecular cluster, C4H26N2O9 overall in a non-equilibrium geometry (wB97M-V/def2-TZVPD).

* energy relative to the best compared isomer or geometry (same formula, charge and spin): 344.8 kJ/mol
* energy: -954.60962 hartree
* total charge: 0
* HOMO-LUMO gap: 9.560 eV

Each atom is followed by the atoms it is bonded to, with distances in Å.
CARTESIAN COORDINATES (ANGSTROEM)
1 C -1.770 0.541 0.268  N2 1.431, C5 1.633, H9 1.082, H10 1.120
2 N -0.926 0.500 1.423  C1 1.431, C3 1.467, H11 0.985
3 C 0.100 1.542 1.537  N2 1.467, O4 1.438, H12 1.093, H13 1.133
4 O 1.132 1.239 0.582  C3 1.438, H14 0.959
5 C -1.804 -0.807 -0.653  C1 1.633, C6 1.572, N8 1.430, H15 1.183
6 C -1.033 -0.775 -2.022  C5 1.572, O7 1.446, H16 1.100, H17 1.078
7 O 0.094 0.127 -1.935  C6 1.446, H18 0.966
8 N -3.174 -1.205 -0.741  C5 1.430, H19 0.994, H20 1.015
9 H -2.753 0.620 0.713  C1 1.082
10 H -1.674 1.444 -0.388  C1 1.120
11 H -0.496 -0.350 1.672  N2 0.985
12 H 0.407 1.596 2.585  C3 1.093
13 H -0.449 2.496 1.269  C3 1.133
14 H 1.739 0.561 0.885  O4 0.959
15 H -1.232 -1.671 -0.082  C5 1.183
16 H -1.624 -0.339 -2.841  C6 1.100
17 H -0.563 -1.715 -2.263  C6 1.078
18 H -0.028 0.601 -1.102  O7 0.966
19 H -3.818 -0.589 -1.181  N8 0.994
20 H -3.403 -2.191 -0.817  N8 1.015
21 H -1.516 -0.801 3.446  O23 0.967
22 H -1.179 0.060 4.610  O23 0.965
23 O -0.998 -0.822 4.263  H21 0.967, H22 0.965
24 H 2.372 2.473 1.515  O26 0.965
25 H 2.225 3.169 2.860  O26 0.968
26 O 2.700 3.228 2.019  H24 0.965, H25 0.968
27 H 2.019 1.736 -1.636  O29 0.982
28 H 2.171 2.699 -2.705  O29 0.965
29 O 2.744 2.160 -2.146  H27 0.982, H28 0.965
30 H 2.098 -4.386 0.447  O32 0.954
31 H 2.145 -3.077 -0.410  O32 0.959
32 O 2.372 -3.473 0.433  H30 0.954, H31 0.959
33 H 2.233 -2.482 -3.372  O35 0.964
34 H 1.435 -1.367 -2.739  O35 0.984
35 O 1.783 -2.268 -2.547  H33 0.964, H34 0.984
36 H 1.180 -2.594 2.275  O38 0.950
37 H 0.321 -1.684 3.252  O38 0.957
38 O 0.322 -2.234 2.469  H36 0.950, H37 0.957
39 H -1.367 2.014 -2.695  O41 0.957
40 H -0.454 3.089 -3.304  O41 0.958
41 O -1.329 2.937 -2.945  H39 0.957, H40 0.958



Record 2
Entry from the OMol25 dataset: a 2-piece molecular cluster, H3NO5 overall in a non-equilibrium geometry (wB97M-V/def2-TZVPD).

* energy relative to the best compared isomer or geometry (same formula, charge and spin): 0.0 kJ/mol
* energy: -432.47521 hartree
* total charge: 0
* HOMO-LUMO gap: 10.851 eV

Each atom is followed by the atoms it is bonded to, with distances in Å.
CARTESIAN COORDINATES (ANGSTROEM)
1 H -3.137 -2.792 0.144  O5 0.973
2 H 2.479 2.966 0.335  O7 0.962
3 H 0.484 0.756 -0.579  O9 0.969
4 N -1.860 -1.558 -0.336  O5 1.364, O6 1.196
5 O -2.164 -2.804 0.129  H1 0.973, N4 1.364
6 O -0.678 -1.383 -0.390  N4 1.196
7 O 1.650 2.658 0.713  H2 0.962, O8 1.394
8 O 1.788 1.271 0.663  O7 1.394, O9 1.438
9 O 1.439 0.887 -0.678  H3 0.969, O8 1.438



Record 3
Entry from the OMol25 dataset: a 9-piece molecular cluster, C17H34N9O23P overall in a non-equilibrium geometry (wB97M-V/def2-TZVPD).

* energy: -3232.19216 hartree
* total charge: 0
* HOMO-LUMO gap: 9.764 eV

Each atom is followed by the atoms it is bonded to, with distances in Å.
CARTESIAN COORDINATES (ANGSTROEM)
1 C 3.603 3.395 -1.435  C2 1.536, H19 1.098, H20 1.097, H21 1.098
2 C 3.460 2.010 -0.787  C1 1.536, O3 1.189, O4 1.389
3 O 4.406 1.466 -0.316  C2 1.189
4 O 2.163 1.512 -0.782  C2 1.389, C5 1.390
5 C 2.083 0.145 -0.546  O4 1.390, O6 1.185, C7 1.557
6 O 2.380 -0.340 0.494  C5 1.185
7 C 1.531 -0.807 -1.647  C5 1.557, O8 1.443, H22 1.099, H23 1.101
8 O 0.162 -0.496 -1.985  C7 1.443, P9 1.631
9 P -0.893 -1.374 -1.104  O8 1.631, O10 1.470, O11 1.623, O12 1.622
10 O -0.794 -2.828 -1.300  P9 1.470
11 O -0.560 -1.085 0.458  P9 1.623, H24 0.974
12 O -2.383 -0.891 -1.526  P9 1.622, C13 1.433
13 C -2.557 0.499 -1.226  O12 1.433, C14 1.387, N18 1.306
14 C -2.495 1.345 -2.323  C13 1.387, C15 1.414, H25 1.091
15 C -2.648 2.726 -2.060  C14 1.414, C16 1.400, H26 1.088
16 C -2.840 3.032 -0.707  C15 1.400, C17 1.408, H27 1.106
17 C -2.876 2.074 0.323  C16 1.408, N18 1.338, H28 1.110
18 N -2.753 0.773 0.036  C13 1.306, C17 1.338
19 H 3.754 3.289 -2.517  C1 1.098
20 H 2.751 4.040 -1.185  C1 1.097
21 H 4.511 3.831 -0.997  C1 1.098
22 H 1.593 -1.839 -1.275  C7 1.099
23 H 2.150 -0.667 -2.547  C7 1.101
24 H -0.434 -0.123 0.536  O11 0.974
25 H -2.332 0.989 -3.342  C14 1.091
26 H -2.622 3.480 -2.845  C15 1.088
27 H -2.961 4.098 -0.439  C16 1.106
28 H -3.018 2.353 1.389  C17 1.110
29 C -2.476 -4.735 0.758  N30 1.485, H33 1.084, H34 1.087, H35 1.085
30 N -3.491 -4.672 1.839  C29 1.485, O31 1.213, O32 1.219
31 O -4.402 -3.879 1.718  N30 1.213
32 O -3.340 -5.427 2.784  N30 1.219
33 H -2.733 -4.016 -0.012  C29 1.084
34 H -1.511 -4.498 1.198  C29 1.087
35 H -2.490 -5.744 0.358  C29 1.085
36 C 1.011 2.922 -5.454  N37 1.488, H40 1.085, H41 1.083, H42 1.086
37 N 2.037 3.662 -4.670  C36 1.488, O38 1.215, O39 1.215
38 O 1.658 4.319 -3.721  N37 1.215
39 O 3.191 3.559 -5.034  N37 1.215
40 H 0.038 3.110 -5.013  C36 1.085
41 H 1.052 3.288 -6.473  C36 1.083
42 H 1.261 1.866 -5.408  C36 1.086
43 C -5.243 -7.196 4.460  N44 1.489, H47 1.083, H48 1.086, H49 1.087
44 N -6.264 -7.135 5.542  C43 1.489, O45 1.213, O46 1.216
45 O -7.173 -6.341 5.415  N44 1.213
46 O -6.112 -7.889 6.483  N44 1.216
47 H -5.502 -6.475 3.694  C43 1.083
48 H -4.281 -6.958 4.902  C43 1.086
49 H -5.253 -8.206 4.060  C43 1.087
50 C 5.481 1.555 2.832  N51 1.488, H54 1.084, H55 1.086, H56 1.086
51 N 6.519 2.220 3.664  C50 1.488, O52 1.217, O53 1.212
52 O 6.142 2.873 4.619  N51 1.217
53 O 7.673 2.065 3.328  N51 1.212
54 H 4.505 1.781 3.249  C50 1.084
55 H 5.568 1.943 1.821  C50 1.086
56 H 5.674 0.486 2.859  C50 1.086
57 C -2.080 5.581 3.527  N58 1.488, H61 1.084, H62 1.087, H63 1.084
58 N -2.990 4.848 2.606  C57 1.488, O59 1.209, O60 1.212
59 O -3.173 5.302 1.500  N58 1.209
60 O -3.496 3.825 3.016  N58 1.212
61 H -1.707 6.463 3.020  C57 1.084
62 H -2.656 5.854 4.408  C57 1.087
63 H -1.266 4.911 3.783  C57 1.084
64 C -1.853 -9.415 -0.445  N65 1.488, H68 1.084, H69 1.086, H70 1.087
65 N -2.462 -8.059 -0.386  C64 1.488, O66 1.218, O67 1.212
66 O -2.781 -7.631 0.708  N65 1.218
67 O -2.599 -7.472 -1.438  N65 1.212
68 H -1.795 -9.813 0.562  C64 1.084
69 H -2.491 -10.033 -1.070  C64 1.086
70 H -0.862 -9.309 -0.878  C64 1.087
71 C 1.601 3.917 5.572  N72 1.489, H75 1.084, H76 1.087, H77 1.087
72 N 0.982 5.271 5.564  C71 1.489, O73 1.211, O74 1.218
73 O 0.656 5.745 6.629  N72 1.211
74 O 0.848 5.810 4.480  N72 1.218
75 H 1.655 3.566 6.597  C71 1.084
76 H 0.970 3.265 4.972  C71 1.087
77 H 2.594 4.008 5.140  C71 1.087
78 C 4.573 1.460 -8.778  N79 1.487, H82 1.084, H83 1.086, H84 1.086
79 N 3.586 1.483 -7.666  C78 1.487, O80 1.216, O81 1.212
80 O 2.580 2.149 -7.816  N79 1.216
81 O 3.855 0.831 -6.680  N79 1.212
82 H 4.200 2.082 -9.585  C78 1.084
83 H 5.511 1.847 -8.391  C78 1.086
84 H 4.677 0.428 -9.101  C78 1.086